# 1
Entry from the Open Molecules 2025 dataset: an isolated molecule of C4H10N4 (wB97M-V/def2-TZVPD).

Each atom is followed by the atoms it is bonded to, with distances in Å.
Atoms and positions in Å:
1 H -2.576 -1.503 0.050  N2 1.018
2 N -1.608 -1.716 -0.184  H1 1.018, C3 1.265
3 C -0.796 -0.757 -0.037  N2 1.265, C4 1.735, C6 1.407
4 C 0.773 -1.261 0.505  C3 1.735, N5 1.453, H10 1.094, H11 1.093
5 N 1.723 -1.115 -0.585  C4 1.453, H12 1.015, H13 1.015
6 C -0.921 0.644 -0.043  C3 1.407, N7 1.419, C8 1.394
7 N -2.217 1.219 -0.126  C6 1.419, H14 1.011, H15 1.012
8 C 0.106 1.429 0.478  C6 1.394, N9 1.356, H16 1.091
9 N 1.414 1.507 0.129  C8 1.356, H17 1.014, H18 1.014
10 H 0.527 -2.297 0.756  C4 1.094
11 H 1.176 -0.814 1.417  C4 1.093
12 H 2.579 -1.631 -0.405  N5 1.015
13 H 1.322 -1.490 -1.439  N5 1.015
14 H -2.904 0.679 -0.635  N7 1.011
15 H -2.210 2.166 -0.482  N7 1.012
16 H -0.207 2.342 0.986  C8 1.091
17 H 2.107 0.825 0.415  N9 1.014
18 H 1.712 1.774 -0.803  N9 1.014

## Properties
M = 114.2 g mol⁻¹
frontier orbital gap (spin up / spin down) = 0.2989 / 0.2989 Eh
LUMO energy (spin up / spin down) = 0.139 / 0.140 eV
charge = 0
highest occupied orbital energy (spin up / spin down) = -0.2938 / -0.2938 Eh
relative energy (zero: lowest compared OMol25 entry of this formula, charge and spin) = 80.9 kcal/mol

These are the natural (NBO) partial charges, in e, on atoms 1 to 8: number 1, H, carries 0.35; number 2, N, carries -0.68; number 3, C, carries 0.29; number 4, C, carries -0.25; number 5, N, carries -0.86; number 6, C, carries 0.04; number 7, N, carries -0.81; number 8, C, carries 0.03


# 2
Entry from the Open Molecules 2025 dataset: an isolated molecule of C4H10N4 (wB97M-V/def2-TZVPD).

Each atom is followed by the atoms it is bonded to, with distances in Å.
Atoms and positions in Å:
1 H 0.045 -1.603 -1.699  N2 1.016
2 N 0.144 -0.596 -1.613  H1 1.016, C3 1.263
3 C 0.026 -0.121 -0.449  N2 1.263, C4 1.490, C8 1.533
4 C -0.295 -0.868 0.800  C3 1.490, C5 1.506, N6 1.263
5 C 0.275 -2.258 0.892  C4 1.506, H11 1.092, H12 1.090, H13 1.090
6 N -0.945 -0.268 1.701  C4 1.263, H7 1.019
7 H -1.127 -0.820 2.538  N6 1.019
8 C 0.278 1.385 -0.308  C3 1.533, N9 1.437, N10 1.459, H14 1.108
9 N 0.922 1.929 -1.472  C8 1.437, H15 1.008, H16 1.071
10 N -1.078 1.919 -0.229  C8 1.459, H17 1.016, H18 1.015
11 H -0.317 -2.939 0.276  C5 1.092
12 H 1.305 -2.282 0.533  C5 1.090
13 H 0.249 -2.612 1.923  C5 1.090
14 H 0.899 1.560 0.592  C8 1.108
15 H 1.847 1.541 -1.564  N9 1.008
16 H 0.361 1.531 -2.294  N9 1.071
17 H -1.542 1.568 0.604  N10 1.016
18 H -1.048 2.934 -0.230  N10 1.015

## Properties
M = 114.2 g mol⁻¹
frontier orbital gap = 0.3540 Eh
LUMO energy = 0.548 eV
charge = 0
highest occupied orbital energy = -0.3339 Eh
relative energy (zero: lowest compared OMol25 entry of this formula, charge and spin) = 22.8 kcal/mol

These are the natural (NBO) partial charges, in e, on atoms 1 to 8: number 1, H, carries 0.34; number 2, N, carries -0.61; number 3, C, carries 0.25; number 4, C, carries 0.25; number 5, C, carries -0.69; number 6, N, carries -0.62; number 7, H, carries 0.35; number 8, C, carries 0.06


# 3
Entry from the Open Molecules 2025 dataset: a cluster of 3 separate species, C4H10N4 in total (wB97M-V/def2-TZVPD).

Each atom is followed by the atoms it is bonded to, with distances in Å.
Atoms and positions in Å:
1 C 0.809 -0.139 -1.431  N2 1.435, N3 1.489, C4 1.475, H6 1.094
2 N 0.826 -1.447 -0.840  C1 1.435, H8 1.014, H9 1.013
3 N 0.182 0.910 -0.581  C1 1.489, H7 1.015, H10 1.089, H17 1.223
4 C 0.098 -0.176 -2.723  C1 1.475, N5 1.149
5 N -0.476 -0.162 -3.718  C4 1.149
6 H 1.841 0.159 -1.636  C1 1.094
7 H 0.422 1.860 -0.846  N3 1.015
8 H -0.108 -1.780 -0.625  N2 1.014
9 H 1.380 -1.461 0.007  N2 1.013
10 H 0.388 0.729 0.473  N3 1.089
11 C 0.391 0.220 2.183  H14 1.087, H15 1.108, H16 1.086
12 C -2.059 0.161 0.617  N13 1.215, H18 1.093
13 N -1.590 -0.124 1.701  C12 1.215
14 H 0.540 -0.824 2.446  C11 1.087
15 H 1.355 0.655 1.852  C11 1.108
16 H 0.100 0.785 3.064  C11 1.086
17 H -0.994 0.686 -0.327  N3 1.223
18 H -3.105 -0.054 0.384  C12 1.093

## Properties
M = 114.2 g mol⁻¹
frontier orbital gap (spin up / spin down) = 0.2885 / 0.2886 Eh
LUMO energy (spin up / spin down) = 0.435 / 0.434 eV
charge = 0
highest occupied orbital energy (spin up / spin down) = -0.2726 / -0.2727 Eh
relative energy (zero: lowest compared OMol25 entry of this formula, charge and spin) = 138.5 kcal/mol

These are the natural (NBO) partial charges, in e, on atoms 1 to 8: number 1, C, carries 0.02; number 2, N, carries -0.80; number 3, N, carries -0.83; number 4, C, carries 0.25; number 5, N, carries -0.28; number 6, H, carries 0.23; number 7, H, carries 0.41; number 8, H, carries 0.38


# 4
Entry from the Open Molecules 2025 dataset: a cluster of 2 separate species, C4H10N4 in total (wB97M-V/def2-TZVPD).

Each atom is followed by the atoms it is bonded to, with distances in Å.
Atoms and positions in Å:
1 C 1.990 -0.486 -0.584  N8 1.453, H14 1.093, H15 1.097, H16 1.099
2 N 0.178 0.824 1.843  N5 1.309, H9 1.015
3 C -0.382 -0.240 -0.698  C4 1.370, N6 1.401, N8 1.347
4 C -1.515 0.392 -0.256  C3 1.370, C7 1.310
5 N 0.130 -0.123 2.746  N2 1.309, H10 1.013, H11 1.017
6 N -0.365 -0.795 -1.984  C3 1.401, H12 1.011, H13 1.008
7 C -2.355 1.369 -0.489  C4 1.310, H17 1.093, H18 1.088
8 N 0.709 -0.337 0.085  C1 1.453, C3 1.347
9 H 1.113 1.161 1.638  N2 1.015
10 H -0.800 -0.497 2.887  N5 1.013
11 H 0.844 -0.848 2.733  N5 1.017
12 H 0.080 -1.698 -2.075  N6 1.011
13 H -1.250 -0.746 -2.465  N6 1.008
14 H 2.783 -0.266 0.135  C1 1.093
15 H 2.117 0.163 -1.459  C1 1.097
16 H 2.152 -1.522 -0.915  C1 1.099
17 H -2.169 2.142 -1.239  C7 1.093
18 H -3.260 1.507 0.098  C7 1.088

## Properties
M = 114.2 g mol⁻¹
frontier orbital gap (spin up / spin down) = 0.2931 / 0.2305 Eh
LUMO energy (spin up / spin down) = 0.716 / -0.292 eV
charge = 0
highest occupied orbital energy (spin up / spin down) = -0.2668 / -0.2412 Eh
relative energy (zero: lowest compared OMol25 entry of this formula, charge and spin) = 141.4 kcal/mol

These are the natural (NBO) partial charges, in e, on atoms 1 to 8: number 1, C, carries -0.45; number 2, N, carries -0.26; number 3, C, carries 0.27; number 4, C, carries -0.04; number 5, N, carries -0.54; number 6, N, carries -0.82; number 7, C, carries -0.49; number 8, N, carries -0.45